1.
43
Properties=species:S:1:pos:R:3:forces:R:3 method="wB97M-V/def2-TZVPD" total_energy_ha=-3889.27819 spin_multiplicity=5 gap_ha="0.20206 / 0.22231" total_charge=-1
Mn -1.302255 0.372860 -1.257004 0.6 -0.2 -0.6
S -2.193134 1.261709 -8.312223 0.0 0.0 -0.4
C -1.915871 1.030643 -6.708909 0.1 -0.1 0.5
S -2.473932 -0.368912 -5.838983 0.3 0.7 0.2
C -1.899090 0.115637 -4.241661 0.5 0.9 -0.8
C -1.215259 1.292634 -4.188122 -0.4 -0.6 -0.6
S -0.567828 2.000777 -2.757881 0.5 0.6 0.2
S -1.033476 2.154505 -5.716107 -0.5 -0.7 0.1
S -2.222004 -0.907638 -2.903700 -0.7 -1.3 -0.1
N -1.679562 1.318415 0.133139 -0.8 0.0 1.2
C -1.527090 2.437973 0.806263 0.3 0.8 0.3
C -0.384377 3.263174 0.584535 -0.2 -0.4 -0.2
C -0.252525 4.466746 1.225506 0.0 0.3 0.2
C -1.217597 4.911063 2.127153 0.1 0.3 0.2
C -2.314716 4.103114 2.397292 0.1 0.1 0.0
C -2.467799 2.889126 1.770556 0.0 -0.4 -0.2
H 0.342997 2.912692 -0.143993 0.0 0.1 0.1
H 0.622056 5.080620 1.036301 0.0 0.0 -0.1
H -1.113252 5.872598 2.612120 0.0 0.0 0.0
H -3.062664 4.424407 3.113795 0.0 0.0 0.0
H -3.324211 2.258275 1.970106 -0.1 0.0 0.0
C 1.521263 -3.800369 2.696600 0.0 0.0 -0.2
C 1.532969 -3.794453 1.167569 -0.1 -0.2 0.3
N 1.555904 -2.464958 0.594764 -0.1 0.0 -0.1
C 2.840976 -1.789343 0.544063 0.0 0.3 0.0
C 2.981678 -0.689122 1.597005 0.0 -0.2 -0.1
C 0.419950 -1.832059 0.176807 0.0 0.3 -0.3
C -0.913151 -2.470704 0.443219 -0.2 0.4 -0.2
N 0.400505 -0.706301 -0.451167 0.6 -0.2 0.1
H 1.385156 -4.813706 3.065653 0.0 -0.1 0.1
H 0.717262 -3.175016 3.073371 -0.1 0.0 0.1
H 2.457620 -3.418281 3.092037 0.1 0.1 0.1
H 0.660248 -4.330468 0.794039 0.1 0.0 0.0
H 2.421284 -4.331304 0.817768 -0.1 0.0 -0.1
H 2.999836 -1.362446 -0.453063 0.0 -0.1 0.0
H 3.611816 -2.547838 0.696807 0.0 0.0 -0.1
H 2.226430 0.082422 1.462027 0.0 0.1 0.0
H 3.967278 -0.235232 1.522500 0.1 0.1 0.0
H 2.870141 -1.102693 2.595914 0.0 0.0 0.1
H -1.004627 -2.817286 1.469613 0.0 -0.1 0.0
H -1.095006 -3.295000 -0.246038 0.0 -0.1 0.0
H -1.676185 -1.697386 0.258461 0.2 -0.4 0.2
H 1.320244 -0.298876 -0.626134 -0.3 -0.1 0.0

---

2.
40
Properties=species:S:1:pos:R:3:forces:R:3 method="wB97M-V/def2-TZVPD" total_energy_ha=-1844.42592 spin_multiplicity=1 gap_ha=0.24864 total_charge=+3
W -0.326150 -0.365004 0.029357 -0.6 -1.0 0.4
C 3.259611 -1.971484 0.394383 0.0 0.0 0.0
C 2.850128 -0.598992 0.804355 0.0 0.0 0.0
C 3.597959 0.153322 1.703707 0.0 0.0 0.0
C 3.218214 1.439126 2.058721 0.0 0.0 0.0
C 2.080355 2.027145 1.500668 0.0 -0.1 0.0
C 1.408546 1.267667 0.578221 0.1 0.2 -0.4
N 1.752758 -0.012311 0.259053 -0.1 0.0 0.1
N 0.214910 1.575654 -0.154745 0.6 0.4 0.2
Si 0.268350 2.915108 -1.221249 -0.3 0.0 0.0
C -1.787301 0.036382 -1.407336 0.1 0.1 0.0
C 1.761239 3.127896 -2.227609 0.1 0.0 0.1
C -1.145276 4.041616 -1.223403 -0.1 -0.1 -0.1
H 4.336119 -1.980588 0.218810 0.0 0.0 0.0
H 2.778806 -2.296321 -0.524333 0.0 0.0 0.0
H 3.062029 -2.690475 1.193275 0.0 0.0 0.0
H 4.494007 -0.285244 2.123414 0.0 0.0 0.0
H 3.814347 1.996435 2.771172 0.0 0.0 0.0
H 1.749277 3.019940 1.775699 0.0 0.0 0.0
H -2.501155 -0.791755 -1.395330 0.0 0.0 -0.1
H -1.362429 0.119938 -2.411993 0.0 0.0 0.0
H -2.317781 0.958246 -1.148314 -0.1 0.0 0.0
H 2.333217 2.203673 -2.313618 0.0 0.0 0.0
H 2.404689 3.900980 -1.788027 0.0 0.0 0.0
H 1.483918 3.493749 -3.221304 0.0 0.0 0.0
H -1.944023 3.701532 -0.565927 0.0 0.1 0.0
H -1.525754 4.200767 -2.237985 0.0 0.0 0.0
H -0.790925 5.024557 -0.882350 0.0 0.0 0.0
S -1.121115 -0.720945 2.096606 0.2 0.2 -0.1
C -2.051352 -1.967590 1.282147 -0.2 0.0 0.2
C -3.390763 -2.153853 1.677777 0.1 0.0 -0.2
C -4.138422 -3.108566 1.038914 -0.1 0.0 0.0
C -3.617131 -3.825795 -0.059944 0.0 0.0 0.0
C -2.344209 -3.600578 -0.512683 0.0 0.2 0.0
C -1.515899 -2.698638 0.195572 0.1 -0.2 -0.1
S 0.138546 -2.534247 -0.368181 0.2 0.2 0.0
H -3.797805 -1.576673 2.497718 0.0 0.0 0.0
H -5.145841 -3.313017 1.378550 0.0 0.0 0.0
H -4.231794 -4.570545 -0.549381 0.0 0.0 0.0
H -1.951884 -4.141129 -1.364389 0.0 0.0 0.0

---

3.
37
Properties=species:S:1:pos:R:3:forces:R:3 method="wB97M-V/def2-TZVPD" total_energy_ha=-747.25587 spin_multiplicity=1 smiles=CCc1c[nH]c2ccccc12.CCc1c[nH]cn1 relative_energy_kj_mol=4.65 gap_ha=0.33002 total_charge=0
C 3.692803 0.244879 -1.283466 0.8 0.6 0.5
C 2.751144 1.266862 -0.652585 -0.6 -0.6 0.3
C 1.982742 0.683696 0.510020 0.7 -0.3 0.3
C 2.365043 -0.355877 1.307448 -0.8 0.1 -0.4
N 1.379727 -0.606357 2.278287 1.2 0.0 -0.1
C 0.430815 0.380372 2.165609 -0.4 0.5 0.8
C -0.648392 0.722415 2.997627 0.6 0.1 0.1
C -1.402536 1.817981 2.648720 -0.8 0.0 -0.3
C -1.170069 2.551914 1.472243 0.3 -0.3 -0.9
C -0.082035 2.246768 0.677039 0.6 -0.5 0.6
C 0.757429 1.185977 1.072240 -0.2 0.2 -0.7
H 3.194488 -0.693692 -1.506563 0.0 0.0 -0.1
H 4.513487 0.076922 -0.575477 -0.2 -0.4 0.0
H 4.225781 0.639150 -2.150211 -0.4 0.0 -0.2
H 3.323165 2.106437 -0.253510 0.0 0.2 -0.3
H 2.011031 1.626629 -1.371283 0.2 0.2 -0.1
H 3.198899 -1.031203 1.210498 0.1 0.1 0.1
H 1.734676 -0.957759 3.156112 -0.6 -0.1 0.1
H -0.825326 0.243287 3.952336 -0.1 -0.3 -0.2
H -2.263297 2.057716 3.262638 0.1 0.1 0.0
H -1.845920 3.288933 1.055488 -0.1 0.2 0.6
H 0.211592 2.823476 -0.190626 -0.3 0.1 -0.1
C 0.208807 -1.551023 -2.143272 -0.3 0.0 -0.3
C -0.999911 -2.419625 -1.801545 0.0 -0.4 0.5
C -2.185172 -1.634854 -1.328629 0.0 -0.4 -0.5
C -2.173514 -0.573694 -0.480298 -0.6 0.7 0.3
N -3.506275 -0.292600 -0.226471 -0.1 -0.2 -0.6
C -4.236797 -1.159263 -0.975992 -0.1 0.3 0.2
N -3.487096 -1.987205 -1.651167 0.2 0.0 0.3
H 0.013575 -0.998863 -3.065763 0.1 -0.1 0.0
H 1.090274 -2.175574 -2.286456 0.1 0.1 0.0
H 0.403668 -0.798200 -1.379447 0.1 -0.2 0.2
H -1.262734 -3.095690 -2.616344 -0.2 0.4 -0.2
H -0.753113 -3.127358 -0.998431 0.2 0.2 0.0
H -1.418701 0.090663 -0.096729 0.2 -0.3 0.1
H -3.913845 0.495791 0.242331 0.3 0.1 0.2
H -5.314415 -1.091031 -0.974372 0.0 -0.2 -0.1